[1]
Entry from OMol25: a molecular structure, C54H44CdF3N5O5S3Si (wB97M-V/def2-TZVPD).

Calculated values
largest force on an atom: 0.38 eV/Å
net charge: 0
gap between HOMO and LUMO: 7.7354 eV
energy: -4685.51333 hartree
HOMO energy: -8.3 eV

Positions of all 116 atoms, in Å:
1 Cd -0.90169 1.01952 -0.57874
2 C 0.94481 1.39637 -6.38528
3 C 1.23590 0.95328 -4.97942
4 C 0.93087 -0.33603 -4.56093
5 C 1.14895 -0.73566 -3.25093
6 C 1.71325 0.16548 -2.35899
7 C 2.03140 1.46149 -2.75544
8 C 1.78315 1.84728 -4.05877
9 S 2.04440 -0.33533 -0.67182
10 O 2.28875 0.93100 0.09556
11 C 3.58115 -1.20972 -0.99645
12 C 4.51837 -0.58599 -1.86293
13 C 5.63238 -1.24499 -2.26410
14 C 5.83527 -2.59633 -1.88406
15 C 6.92752 -3.34179 -2.38442
16 C 7.09771 -4.65049 -2.03581
17 C 6.17470 -5.27398 -1.17372
18 C 5.12529 -4.56888 -0.65635
19 C 4.93090 -3.20580 -0.98961
20 C 3.81711 -2.45910 -0.45618
21 C 3.20259 -3.06501 0.77754
22 C 4.08292 -3.07663 1.92805
23 C 5.25544 -2.28024 1.98778
24 C 6.06583 -2.30056 3.08820
25 C 5.76033 -3.12731 4.18616
26 C 4.62838 -3.88970 4.16628
27 C 3.75882 -3.86926 3.05129
28 C 2.55614 -4.62254 3.05019
29 C 1.68381 -4.51032 2.02049
30 C 1.99211 -3.70122 0.89733
31 S 0.66082 -3.53663 -0.31445
32 O 0.14631 -4.89112 -0.62458
33 C -0.47775 -2.87717 0.94024
34 C -0.20459 -1.75296 1.71974
35 C -1.09865 -1.37393 2.70648
36 C -2.26547 -2.09925 2.94327
37 C -3.19399 -1.70058 4.05600
38 C -2.52529 -3.20157 2.13977
39 C -1.64387 -3.59242 1.13847
40 H 0.71375 0.54735 -7.02617
41 H 1.79439 1.93187 -6.81087
42 H 0.08768 2.07252 -6.40378
43 H 0.46870 -1.03084 -5.24852
44 H 0.87347 -1.73366 -2.93428
45 H 2.43031 2.15523 -2.03366
46 H 2.00962 2.86149 -4.36715
47 H 4.33782 0.42876 -2.18135
48 H 6.36087 -0.75938 -2.90140
49 H 7.62154 -2.85371 -3.05792
50 H 7.93500 -5.21421 -2.42588
51 H 6.29360 -6.32032 -0.92516
52 H 4.41871 -5.06149 -0.00146
53 H 5.50306 -1.63019 1.16050
54 H 6.94654 -1.67228 3.11712
55 H 6.41641 -3.14618 5.04653
56 H 4.36861 -4.51522 5.01182
57 H 2.33443 -5.26043 3.89716
58 H 0.74123 -5.04233 2.01891
59 H 0.72726 -1.21882 1.63030
60 H -0.86572 -0.52130 3.33275
61 H -2.65078 -1.59648 4.99650
62 H -3.97962 -2.44216 4.19698
63 H -3.67024 -0.73813 3.84938
64 H -3.42795 -3.77895 2.30443
65 H -1.84287 -4.45613 0.51577
66 N -0.40548 6.60211 -0.37124
67 N 0.13985 5.33507 -0.25229
68 N 1.04729 5.03411 0.64520
69 C 1.28084 3.75949 0.34791
70 N 0.54219 3.34261 -0.68785
71 N -0.17987 4.37993 -1.06729
72 H -0.43440 6.98830 0.56530
73 H -1.35160 6.47134 -0.72398
74 H 1.98104 3.13024 0.86828
75 F -4.77160 -2.11892 -2.90198
76 C -3.67991 -2.24604 -2.14424
77 F -3.12794 -3.43205 -2.39944
78 F -4.04544 -2.21885 -0.86008
79 S -2.49869 -0.88594 -2.52347
80 O -2.02385 -1.16847 -3.84590
81 O -3.25487 0.33402 -2.34604
82 O -1.47155 -1.06283 -1.46571
83 C -6.79211 -0.28138 0.82468
84 C -5.61540 -0.68068 1.44466
85 C -4.46631 0.07730 1.29205
86 C -4.46614 1.24181 0.52720
87 C -5.65255 1.62429 -0.09818
88 C -6.80947 0.87155 0.05427
89 Si -2.89936 2.24888 0.36700
90 C -2.48281 2.87549 2.10279
91 C -3.49742 3.39228 2.91843
92 C -3.22765 3.86878 4.19243
93 C -1.93051 3.82775 4.68954
94 C -0.91387 3.29763 3.91049
95 C -1.19633 2.82272 2.63545
96 C -3.22593 3.72920 -0.76209
97 C -3.57995 4.97223 -0.22925
98 C -3.78333 6.07768 -1.04972
99 C -3.63018 5.95826 -2.42496
100 C -3.29565 4.72702 -2.97181
101 C -3.10016 3.62834 -2.14939
102 H -7.69197 -0.87324 0.93602
103 H -5.59363 -1.58942 2.03385
104 H -3.54624 -0.24934 1.75819
105 H -5.67249 2.51215 -0.72021
106 H -7.72265 1.17951 -0.43949
107 H -4.52124 3.40380 2.55763
108 H -4.03058 4.26146 4.80391
109 H -1.71825 4.19441 5.68596
110 H 0.09770 3.24840 4.29523
111 H -0.39232 2.38956 2.04835
112 H -3.68908 5.09229 0.84242
113 H -4.06753 7.02912 -0.61465
114 H -3.78387 6.81697 -3.06648
115 H -3.18654 4.62134 -4.04386
116 H -2.85210 2.67278 -2.59801



[2]
Entry from OMol25: 11 unconnected molecules or ions with the total composition C54H44O26 in a non-equilibrium geometry (wB97M-V/def2-TZVPD).

Calculated values
largest force on an atom: 4.23 eV/Å
net charge: 0
gap between HOMO and LUMO: 7.9677 eV
SMILES string: O=C1C=CC(=O)C=C1.O=C1C=CC(=O)C=C1.O=C1C=CC(=O)C=C1.O=C1C=CC(=O)C=C1.O=C1C=CC(=O)C=C1.O=C1C=CC(=O)C=C1.O=C1C=CC(=O)C=C1.O=C1OCCO1.O=C1OCCO1.O=C1OCCO1.O=C1OCCO1
energy: -4040.10628 hartree
HOMO energy: -10.1 eV

Positions of all 124 atoms, in Å:
1 C 4.18528 -2.03306 -1.39847
2 C 4.23516 -0.69449 -1.59172
3 C 5.04014 -0.07074 -2.56080
4 O 5.16898 1.08925 -2.77079
5 C 5.85572 -1.05211 -3.42401
6 C 5.73846 -2.36940 -3.29602
7 C 4.87647 -3.01045 -2.33352
8 O 4.71428 -4.20327 -2.25873
9 H 3.53959 -2.46850 -0.63041
10 H 3.71320 -0.05670 -0.90735
11 H 6.52060 -0.63551 -4.15508
12 H 6.19455 -3.07774 -3.97570
13 C 2.73763 1.22690 3.97096
14 C 2.58643 2.39840 3.30481
15 C 1.53471 3.36980 3.85055
16 O 1.54979 4.58281 3.66367
17 C 0.56608 2.84458 4.80577
18 C 0.77403 1.78163 5.49365
19 C 1.78322 0.84324 5.09642
20 O 1.90271 -0.27501 5.50708
21 H 3.51726 0.45140 3.74579
22 H 3.16041 2.75114 2.49504
23 H -0.21056 3.55946 5.03494
24 H 0.07310 1.38197 6.20056
25 C 3.15034 3.72827 -2.21405
26 C 2.92018 4.71199 -3.10403
27 C 2.56708 6.05966 -2.62769
28 O 2.22736 6.98533 -3.39018
29 C 2.53682 6.24706 -1.19713
30 C 2.76652 5.25710 -0.28223
31 C 3.07890 3.87566 -0.74161
32 O 3.24322 2.95282 0.02980
33 H 3.49273 2.74693 -2.54163
34 H 3.05728 4.62013 -4.18095
35 H 2.32685 7.26662 -0.85177
36 H 2.84141 5.44046 0.79950
37 C -0.55882 4.37436 -2.97387
38 C -0.42127 4.79296 -4.25610
39 C -0.74347 3.94031 -5.40733
40 O -0.69708 4.30298 -6.56653
41 C -1.15640 2.54044 -5.04132
42 C -1.17716 2.13206 -3.79741
43 C -0.93374 3.04864 -2.63750
44 O -1.15372 2.69004 -1.51095
45 H -0.28199 5.00656 -2.15976
46 H 0.02510 5.72747 -4.47415
47 H -1.53497 1.98415 -5.90089
48 H -1.47805 1.14270 -3.40290
49 C -0.99412 -4.46933 0.72054
50 C -0.02244 -5.32907 0.38742
51 C -0.24936 -6.64475 -0.20204
52 O 0.58403 -7.36266 -0.70683
53 C -1.67928 -7.00383 -0.30414
54 C -2.70583 -6.13686 -0.01114
55 C -2.43611 -4.71797 0.49637
56 O -3.34630 -3.93689 0.56722
57 H -0.73132 -3.50271 1.12748
58 H 0.95068 -4.92367 0.52909
59 H -1.83688 -8.02162 -0.72132
60 H -3.77454 -6.44085 -0.16371
61 C -1.89365 5.40513 0.19404
62 C -1.14963 4.88061 1.15095
63 C -1.43446 3.48150 1.60320
64 O -0.69111 2.79489 2.26918
65 C -2.84578 3.05815 1.27974
66 C -3.69524 3.65338 0.41357
67 C -3.18456 4.87714 -0.32189
68 O -3.93321 5.52944 -1.06049
69 H -1.51317 6.32644 -0.22759
70 H -0.20762 5.25024 1.55018
71 H -3.27091 2.18593 1.89108
72 H -4.72719 3.37111 0.29392
73 C 1.13561 -3.59526 -3.30360
74 C 1.66446 -2.37398 -3.39405
75 C 0.97005 -1.17016 -2.91851
76 O 1.53087 -0.07505 -2.93377
77 C -0.42448 -1.36244 -2.53492
78 C -0.91972 -2.57068 -2.32833
79 C -0.18946 -3.82995 -2.75384
80 O -0.71399 -4.94657 -2.77022
81 H 1.70963 -4.49877 -3.47179
82 H 2.69529 -2.20955 -3.67725
83 H -0.97549 -0.48602 -2.20609
84 H -1.92044 -2.61431 -1.88262
85 C -6.55671 -1.32385 -1.37357
86 C -5.47089 -2.21216 -0.52868
87 O -4.20371 -1.65101 -1.00903
88 C -4.43193 -0.70502 -1.94654
89 O -3.54500 -0.14872 -2.49256
90 O -5.76150 -0.44572 -2.12371
91 H -7.20244 -0.69959 -0.74316
92 H -7.11787 -1.85244 -2.14477
93 H -5.45268 -3.19378 -0.89000
94 H -5.66757 -2.10641 0.51542
95 C -3.49087 -1.30378 2.43340
96 C -2.26898 -1.95828 3.16305
97 O -1.76365 -0.90277 3.99642
98 C -2.64546 0.05451 4.14018
99 O -2.55325 0.96820 4.87707
100 O -3.67303 -0.09026 3.19769
101 H -4.30755 -2.01545 2.67548
102 H -3.37473 -1.08070 1.38252
103 H -1.50427 -2.09892 2.45763
104 H -2.61119 -2.84153 3.73986
105 C 1.95964 -3.14302 3.55355
106 C 2.59800 -3.27174 4.95010
107 O 1.53923 -3.80956 5.76681
108 C 0.45743 -3.87537 4.99264
109 O -0.54403 -4.34252 5.35855
110 O 0.58941 -3.14734 3.86052
111 H 2.22196 -3.95778 2.83249
112 H 2.15323 -2.16286 3.10449
113 H 2.67623 -2.25509 5.31835
114 H 3.49893 -3.80431 5.00338
115 C 0.68115 0.79850 0.11845
116 C -0.58487 0.20745 0.67680
117 O -0.39376 -1.24199 0.59776
118 C 0.89358 -1.56736 0.44515
119 O 1.36049 -2.65421 0.30563
120 O 1.60588 -0.36001 0.28544
121 H 0.98702 1.70608 0.66780
122 H 0.64422 1.02349 -0.97373
123 H -1.48713 0.52236 0.08943
124 H -0.88203 0.44364 1.70388



What is the net charge in the second record? 0